(1)
Formula: C11H10ClLuNS
Source: OMol25
Level of theory: wB97M-V/def2-TZVPD

```
25
Properties=species:S:1:pos:R:3:forces:R:3:nbo_charge:R:1
H -1.3891 -2.1278 -1.6702 -0.361 0.896 0.261 0.254
C 1.5424 1.0994 -1.5196 0.389 -0.791 1.151 -0.356
H 2.7576 -0.0127 1.4737 -0.120 -0.010 -0.140 0.263
C 1.6517 -0.3403 -1.7455 0.362 0.508 1.389 -0.379
H 1.1022 1.8412 -2.2076 0.394 -0.578 0.428 0.231
H 2.0258 2.3715 0.3236 -0.059 -0.455 -0.243 0.245
H -2.8197 0.9389 1.2253 0.352 -0.143 -0.292 0.258
C -1.7078 -1.1508 -1.2532 -0.929 1.158 0.692 -0.398
S -0.0365 0.4343 2.5941 -0.128 1.865 0.907 -0.254
H 1.2833 -0.9026 -2.6234 0.402 0.538 0.603 0.235
Lu -0.0201 -0.0926 0.1128 0.919 -1.171 1.711 1.394
N 0.0030 -0.0311 5.3770 0.015 -0.177 -2.741 -0.474
C -1.9195 1.1781 -0.8696 -0.274 -1.463 0.367 -0.394
H 2.3120 -2.0212 -0.3459 -0.078 0.472 -0.057 0.268
H -0.9834 0.3739 -2.7964 -0.664 -0.183 0.785 0.235
C 2.4012 0.1183 0.4624 -0.257 0.230 -2.787 -0.348
C -2.2618 -0.9652 0.0977 -0.745 2.089 -1.862 -0.340
C 1.9977 1.3916 -0.1613 0.400 -2.123 -0.819 -0.372
C -2.3981 0.4835 0.3312 -0.097 -1.496 -2.124 -0.353
C -1.5242 0.1690 -1.8501 -0.256 -0.262 1.167 -0.339
Cl 0.1901 -2.3749 1.5473 0.016 -0.608 -0.945 -0.632
H -1.8068 2.2742 -0.9547 -0.157 -0.857 -0.097 0.240
C -0.0050 0.0433 4.1926 -0.042 0.089 2.945 0.109
C 2.1689 -0.9560 -0.5252 0.627 2.365 -0.225 -0.359
H -2.5642 -1.7422 0.7851 0.292 0.109 -0.072 0.268
```
Positions in Å, forces in eV/Å.

**Highest occupied orbital energy (alpha / beta)**: -4.36 / -4.36 eV
**Charge**: -1
**Frontier orbital gap (alpha / beta)**: 0.26922 / 0.26930 Ha

***

(2)
Formula: C11H10FNO
Source: OMol25
Level of theory: wB97M-V/def2-TZVPD

```
24
Properties=species:S:1:pos:R:3:forces:R:3:nbo_charge:R:1
H -0.9569 1.9484 0.8680 0.230 0.838 1.007 0.230
H -0.0670 0.8994 2.0892 -0.713 0.939 -0.141 0.226
H 0.4230 -1.7392 1.2598 -1.230 -0.997 0.727 0.215
H 2.9686 0.7341 -1.9828 1.048 0.291 -1.089 0.214
O -1.8285 -2.4088 -0.0842 0.142 0.454 -0.291 -0.289
H -2.3044 2.5561 -2.4076 -0.855 2.356 -1.637 0.223
C 0.9606 -1.2740 0.4950 -0.055 1.588 0.276 -0.200
C 3.0632 -0.6002 -0.2938 -1.818 0.441 -0.906 -0.186
H 0.5218 0.6504 -2.2533 0.355 0.503 0.827 0.244
C -1.6471 0.7957 -1.2526 -1.333 1.320 -0.748 0.004
C 1.0260 0.2657 -1.3535 1.449 -0.970 -1.613 -0.199
H -1.6393 -0.9739 1.5981 -0.187 2.796 -0.564 0.197
C -2.0796 1.7454 -1.8644 1.542 -3.400 2.117 -0.175
C 0.3172 -0.4324 -0.4323 -1.018 -0.147 1.945 0.003
C -1.7092 0.1177 1.0650 -1.986 -3.421 2.704 0.209
H 2.7783 -1.9755 1.3057 0.668 -0.686 1.306 0.218
H -1.6973 1.6396 2.5883 0.600 -0.062 -0.809 0.246
H 4.0930 -0.6857 -0.2896 2.034 0.063 0.032 0.208
C 2.4353 0.1053 -1.3373 -1.274 -0.004 2.115 -0.195
F -3.1144 0.4106 1.0428 0.879 -0.425 -0.339 -0.382
C 2.3218 -1.2903 0.6672 -0.490 0.696 -2.831 -0.201
C -1.2748 -0.2367 -0.3041 2.712 1.069 -1.474 -0.146
N -1.5304 -1.5456 -0.8688 -1.537 -1.881 -0.126 0.188
C -1.0602 1.2937 1.7452 0.836 -1.362 -0.488 -0.651
```
Positions in Å, forces in eV/Å.

**Highest occupied orbital energy**: -9.31 eV
**SMILES**: C#C[C@@](N=O)(c1ccccc1)[C@@H](C)F
**Frontier orbital gap**: 0.33333 Ha

***

no.,strongest force on any atom (eV/A),total energy (Eh)
1,2.95,-2573.95876
2,4.79,-654.81724